This record from the OMol25 dataset describes a cluster of 8 separate species, C34H89ClN7O14 in total in a non-equilibrium geometry. The level of theory is the ωB97M-V functional and the def2-TZVPD basis.

```
! RIJCOSX wB97M-V def2-TZVPD def2/J DEFGRID3
* xyz -2 2
Cl 0.803 0.666 -0.509
O 0.496 1.752 0.312
O -0.069 0.622 -1.673
O 2.164 0.812 -1.000
O 0.616 -0.541 0.254
C 3.301 2.389 4.787
O 3.615 1.204 4.062
C 3.375 1.247 2.646
C 3.627 -0.189 2.165
N 4.926 -0.654 2.538
C 5.157 -2.125 2.312
C 4.183 -3.016 3.075
O 4.295 -2.937 4.495
C 3.916 -1.838 5.198
H 3.887 3.165 4.296
H 3.710 2.393 5.798
H 2.251 2.677 4.732
H 3.947 1.973 2.068
H 2.307 1.439 2.539
H 3.629 -0.161 1.075
H 2.782 -0.774 2.527
H 4.965 -0.428 3.522
H 6.165 -2.200 2.721
H 5.221 -2.321 1.242
H 4.546 -4.031 2.910
H 3.134 -3.103 2.793
H 2.913 -1.672 4.803
H 4.558 -0.958 5.172
H 3.842 -2.032 6.268
C 2.455 2.027 -4.227
O 1.179 2.683 -4.329
C 0.422 2.116 -5.341
C -1.079 2.350 -5.058
N -1.339 3.810 -5.106
C -2.559 4.305 -4.488
C -2.794 3.829 -3.062
O -1.638 4.069 -2.307
C -1.989 3.816 -0.906
H 2.414 1.020 -3.814
H 3.080 2.617 -3.556
H 2.915 1.963 -5.213
H 0.466 1.030 -5.417
H 0.708 2.585 -6.282
H -1.500 1.918 -4.151
H -1.601 1.890 -5.897
H -1.437 4.044 -6.083
H -3.413 4.029 -5.107
H -2.558 5.382 -4.658
H -3.082 2.779 -3.125
H -3.669 4.352 -2.676
H -1.762 2.771 -0.691
H -2.999 4.153 -0.672
H -1.296 4.254 -0.188
C -6.162 -3.081 4.061
O -4.827 -3.197 3.592
C -4.732 -3.197 2.151
C -3.313 -3.656 1.723
N -2.368 -2.709 2.307
C -1.079 -3.350 2.385
C -0.105 -2.498 3.286
O -0.845 -2.317 4.471
C -0.078 -1.622 5.483
H -6.834 -3.893 3.784
H -6.586 -2.173 3.630
H -6.115 -3.016 5.148
H -4.963 -2.182 1.830
H -5.464 -3.790 1.603
H -3.259 -3.656 0.634
H -3.178 -4.661 2.123
H -2.625 -2.421 3.240
H -0.867 -3.546 1.334
H -1.121 -4.261 2.982
H 0.140 -1.536 2.836
H 0.798 -3.075 3.487
H 0.029 -0.555 5.286
H 0.926 -2.044 5.530
H -0.424 -1.832 6.495
C -2.528 -0.654 -4.215
C -3.359 -1.149 -3.057
C -2.834 -2.380 -2.178
O -2.806 -3.575 -2.897
C -2.346 -4.687 -2.075
N -3.671 -0.034 -2.230
H -2.980 0.272 -4.572
H -2.488 -1.426 -4.984
H -1.502 -0.353 -4.003
H -4.246 -1.580 -3.522
H -3.445 -2.571 -1.296
H -1.831 -2.174 -1.805
H -2.956 -4.728 -1.172
H -1.360 -4.480 -1.661
H -2.379 -5.618 -2.641
H -2.839 0.418 -1.878
H -3.899 -0.498 -1.363
C -4.459 0.841 2.012
C -2.946 0.887 1.825
C -2.173 0.837 3.126
O -2.443 1.878 4.097
C -1.806 1.795 5.304
N -2.490 -0.226 0.964
H -4.706 1.614 2.740
H -4.880 -0.090 2.390
H -4.973 1.056 1.075
H -2.714 1.777 1.241
H -1.136 0.753 2.801
H -2.354 -0.146 3.562
H -1.992 0.796 5.699
H -2.180 2.503 6.044
H -0.725 1.913 5.227
H -1.519 -0.224 0.687
H -2.628 -1.099 1.453
C 3.237 -2.557 -2.406
C 1.766 -2.706 -2.775
C 1.577 -3.712 -3.941
O 2.019 -3.318 -5.184
C 1.172 -2.412 -5.826
N 1.025 -3.082 -1.574
H 3.612 -1.791 -3.085
H 3.801 -3.456 -2.653
H 3.291 -2.352 -1.337
H 1.468 -1.701 -3.072
H 0.517 -3.925 -4.079
H 2.035 -4.660 -3.657
H 1.123 -1.489 -5.247
H 0.204 -2.834 -6.095
H 1.605 -2.245 -6.812
H 1.366 -2.480 -0.838
H 0.040 -2.860 -1.545
C 1.196 5.507 -0.114
C 2.103 4.889 -1.091
C 3.296 4.187 -0.509
O 4.182 3.705 -1.476
C 5.257 3.017 -0.966
N 1.292 3.867 -1.772
H 0.274 5.887 -0.555
H 1.743 6.352 0.306
H 1.029 4.749 0.651
H 2.523 5.513 -1.880
H 3.039 3.396 0.196
H 3.933 4.852 0.074
H 5.925 2.759 -1.788
H 5.065 2.100 -0.409
H 5.928 3.654 -0.390
H 2.034 3.218 -1.989
H 0.787 3.397 -1.034
*
```

Its molecular weight is 855.6 u. Its expectation value of S² is 0.750. For the total energy, the calculation gives -3245.07694 Ha. The value obtained for the HOMO energy (spin up / spin down) is 2.61 / -4.22 eV. As for the LUMO energy (spin up / spin down): 4.013 / 3.976 eV.

---

This record from the OMol25 dataset describes a cluster of 9 separate species, C34H91N5O16 in total in a non-equilibrium geometry. The level of theory is the ωB97M-V functional and the def2-TZVPD basis.

```
! RIJCOSX wB97M-V def2-TZVPD def2/J DEFGRID3
* xyz 0 1
C -0.425 -6.800 0.114
O 0.305 -6.265 1.184
C 0.248 -4.856 1.356
C 1.602 -4.204 1.100
N 2.631 -4.605 2.052
C 3.392 -5.819 1.730
C 4.284 -5.661 0.506
O 5.193 -4.591 0.762
C 6.263 -4.525 -0.148
H -0.425 -7.874 0.282
H -0.105 -6.528 -0.899
H -1.464 -6.440 0.148
H 0.025 -4.562 2.383
H -0.482 -4.495 0.628
H 1.458 -3.123 1.167
H 1.923 -4.352 0.065
H 3.321 -3.863 2.043
H 2.723 -6.662 1.543
H 3.938 -6.112 2.626
H 3.769 -5.507 -0.447
H 4.850 -6.596 0.388
H 6.767 -5.463 -0.404
H 6.980 -3.845 0.315
H 6.042 -4.082 -1.127
C 4.400 -1.207 0.181
O 3.793 -0.011 0.612
C 2.432 0.009 0.199
C 1.818 1.418 0.418
N 0.687 1.442 1.297
C -0.531 0.803 0.828
C -1.106 1.489 -0.406
O -2.455 1.085 -0.566
C -2.939 1.014 -1.884
H 5.434 -1.154 0.544
H 4.545 -1.363 -0.891
H 3.988 -2.091 0.674
H 1.889 -0.703 0.831
H 2.301 -0.326 -0.835
H 1.457 1.811 -0.541
H 2.512 2.240 0.611
H 0.759 1.289 2.290
H -1.269 0.877 1.624
H -0.428 -0.233 0.466
H -0.504 1.303 -1.299
H -1.166 2.570 -0.211
H -2.865 2.017 -2.317
H -3.984 0.707 -1.951
H -2.415 0.239 -2.453
C -4.951 1.324 5.743
O -4.482 1.911 4.516
C -4.960 1.065 3.462
C -4.429 1.709 2.169
N -5.100 2.936 1.771
C -4.708 3.291 0.409
C -5.390 4.576 -0.057
O -6.796 4.395 0.046
C -7.466 5.501 -0.511
H -4.456 1.881 6.542
H -4.613 0.289 5.820
H -6.025 1.468 5.867
H -6.055 1.109 3.461
H -4.563 0.051 3.551
H -4.562 0.947 1.380
H -3.347 1.830 2.225
H -6.091 2.731 1.651
H -4.921 2.573 -0.392
H -3.632 3.488 0.450
H -4.961 4.848 -1.028
H -5.157 5.426 0.598
H -8.543 5.353 -0.471
H -7.289 5.650 -1.589
H -7.073 6.413 -0.046
C -7.959 3.209 -5.153
O -7.688 2.204 -4.206
C -6.373 1.730 -4.146
C -6.285 0.442 -4.969
N -4.993 -0.205 -5.022
C -3.816 0.608 -5.220
C -2.652 -0.241 -5.682
O -2.904 -0.929 -6.901
C -3.333 -0.131 -7.980
H -8.802 3.817 -4.815
H -8.230 2.804 -6.130
H -7.127 3.921 -5.151
H -6.118 1.486 -3.112
H -5.650 2.466 -4.518
H -6.789 0.614 -5.932
H -6.963 -0.244 -4.451
H -4.953 -1.000 -5.646
H -3.540 0.995 -4.233
H -3.906 1.525 -5.823
H -2.488 -1.046 -4.959
H -1.674 0.251 -5.717
H -4.403 0.103 -8.057
H -3.131 -0.757 -8.850
H -2.817 0.833 -8.011
C 0.565 -1.155 4.312
O 0.110 0.148 4.115
C -0.782 0.600 5.126
C -1.384 1.940 4.724
N -0.336 2.952 4.930
C -0.683 4.355 4.817
C -0.439 4.900 3.429
O 0.898 4.834 2.942
C 0.893 5.153 1.569
H 1.133 -1.431 5.210
H 1.196 -1.377 3.448
H -0.260 -1.885 4.325
H -0.295 0.630 6.106
H -1.534 -0.197 5.235
H -2.221 2.108 5.398
H -1.761 2.010 3.704
H 0.493 2.670 4.427
H -0.176 4.897 5.622
H -1.739 4.422 5.091
H -0.720 5.964 3.437
H -1.139 4.459 2.711
H 0.425 6.132 1.416
H 0.531 4.388 0.884
H 1.934 5.382 1.319
C 7.628 -1.347 3.326
C 8.646 -1.197 2.197
O 9.178 -2.460 1.776
O 8.124 -1.998 4.486
H 6.774 -1.952 2.991
H 7.270 -0.337 3.542
H 9.511 -0.604 2.526
H 8.203 -0.649 1.358
H 8.795 -3.087 2.388
H 8.007 -2.945 4.383
C 7.688 -0.752 -2.189
C 7.111 -0.038 -3.415
O 6.851 -0.913 -4.517
O 7.015 -1.919 -1.749
H 7.669 -0.096 -1.315
H 8.738 -1.002 -2.374
H 7.840 0.730 -3.700
H 6.156 0.488 -3.355
H 7.530 -1.591 -4.615
H 7.443 -2.737 -2.004
O 4.564 -2.463 -3.617
H 4.223 -2.118 -4.451
H 5.359 -1.934 -3.446
O 2.260 -3.558 -2.628
H 2.794 -2.800 -2.920
H 2.913 -4.237 -2.443
*
```

Its molecular weight is 826.1 u. For the total energy, the calculation gives -2827.28302 Ha. The value obtained for the HOMO energy is -8.05 eV. The energy above the lowest of the compared OMol25 structures with the same formula, charge and spin is 254.1 kJ/mol. As for the LUMO energy: 0.163 eV.

---

This record from the OMol25 dataset describes a cluster of 9 separate species, C34H91N5O4 in total in a non-equilibrium geometry. The level of theory is the ωB97M-V functional and the def2-TZVPD basis.

```
! RIJCOSX wB97M-V def2-TZVPD def2/J DEFGRID3
* xyz 0 1
C 2.532 -2.364 6.549
C 2.950 -0.976 6.044
N 3.166 -0.950 4.576
C 4.252 -1.882 4.139
C 5.638 -1.598 4.665
C 3.380 0.402 4.093
C 3.380 0.553 2.581
H 1.601 -2.700 6.074
H 2.255 -2.194 7.598
H 3.283 -3.162 6.531
H 2.165 -0.238 6.272
H 3.840 -0.616 6.577
H 3.957 -2.912 4.374
H 4.252 -1.790 3.051
H 6.345 -2.278 4.177
H 5.981 -0.586 4.428
H 5.610 -1.744 5.739
H 4.287 0.877 4.494
H 2.515 0.953 4.457
H 3.312 1.607 2.303
H 2.525 0.038 2.132
H 4.293 0.133 2.155
C -0.699 1.039 -3.570
C -1.880 0.951 -4.544
N -2.125 2.189 -5.282
C -3.232 1.969 -6.173
C -3.583 3.201 -7.014
C -2.252 3.341 -4.420
C -3.395 3.328 -3.336
H -0.915 1.698 -2.727
H 0.175 1.459 -4.063
H -0.516 0.029 -3.188
H -1.713 0.172 -5.291
H -2.776 0.607 -4.007
H -3.030 1.126 -6.849
H -4.130 1.643 -5.638
H -4.090 3.994 -6.444
H -2.674 3.610 -7.453
H -4.235 2.886 -7.820
H -2.361 4.246 -5.025
H -1.304 3.485 -3.910
H -3.448 4.288 -2.818
H -3.199 2.567 -2.562
H -4.368 3.215 -3.794
C -0.666 4.331 -0.828
C 0.003 4.749 0.442
N 0.462 3.607 1.241
C -0.664 2.920 1.871
C -0.298 1.492 2.380
C 1.433 4.041 2.258
C 2.767 4.448 1.666
H -0.888 5.204 -1.441
H -1.531 3.675 -0.687
H 0.065 3.756 -1.397
H 0.877 5.330 0.193
H -0.657 5.383 1.039
H -0.973 3.553 2.707
H -1.466 2.855 1.139
H 0.352 1.466 3.263
H -1.220 0.999 2.694
H 0.109 0.938 1.541
H 1.617 3.232 2.963
H 1.037 4.868 2.858
H 3.391 4.719 2.528
H 2.740 5.356 1.054
H 3.233 3.647 1.097
C -4.214 -1.533 3.193
C -4.831 -1.864 1.810
N -4.503 -0.790 0.858
C -5.334 -0.891 -0.347
C -6.813 -0.535 -0.083
C -3.090 -0.699 0.485
C -2.692 0.647 -0.070
H -4.527 -2.247 3.953
H -4.565 -0.563 3.528
H -3.122 -1.494 3.111
H -4.491 -2.846 1.460
H -5.914 -1.922 1.900
H -5.258 -1.897 -0.776
H -4.994 -0.168 -1.085
H -7.327 -0.419 -1.038
H -6.819 0.374 0.523
H -7.412 -1.254 0.499
H -2.469 -0.921 1.354
H -2.775 -1.495 -0.209
H -1.608 0.613 -0.085
H -3.092 0.852 -1.067
H -2.956 1.483 0.590
C 2.431 -1.357 -4.541
C 3.233 -0.347 -3.656
N 3.487 -0.793 -2.290
C 3.781 0.371 -1.343
C 2.531 1.196 -1.156
C 4.658 -1.700 -2.348
C 5.060 -2.269 -0.980
H 2.897 -2.346 -4.585
H 2.492 -0.820 -5.483
H 1.355 -1.385 -4.376
H 4.170 -0.072 -4.143
H 2.615 0.543 -3.643
H 4.043 -0.073 -0.386
H 4.586 0.991 -1.744
H 1.745 0.546 -0.791
H 2.694 2.049 -0.484
H 2.203 1.706 -2.055
H 5.490 -1.157 -2.813
H 4.393 -2.500 -3.066
H 5.539 -1.562 -0.305
H 5.736 -3.071 -1.253
H 4.215 -2.739 -0.464
C -2.006 -3.344 -2.598
O -1.232 -2.322 -3.116
H -2.665 -2.971 -1.813
H -2.555 -3.854 -3.383
H -1.382 -4.089 -2.107
H -0.301 -2.375 -2.789
C 0.570 -3.059 3.177
O 0.727 -1.631 3.170
H -0.467 -3.295 2.938
H 1.261 -3.576 2.507
H 0.784 -3.538 4.146
H 1.519 -1.456 3.760
C -2.353 -4.743 1.079
O -3.161 -5.896 1.375
H -2.703 -4.455 0.091
H -2.588 -4.006 1.843
H -1.279 -4.948 1.037
H -2.917 -6.196 2.258
C 0.536 -2.019 -0.340
O 1.172 -2.514 -1.562
H 0.003 -1.112 -0.620
H -0.206 -2.750 0.020
H 1.296 -1.839 0.410
H 1.901 -1.844 -1.745
*
```

Its molecular weight is 634.1 u. For the total energy, the calculation gives -1924.63078 Ha. The value obtained for the HOMO energy is -8.07 eV. As for the LUMO energy: 0.603 eV.